No. 1
DFT (ωB97M-V/def2-TZVPD) results for 3 unconnected molecules or ions with the total composition C8H11ClN5.

Calculated values
calculated total energy = -1044.96286 hartree
energy relative to the best compared isomer or geometry (same formula, charge and spin) = 161.4 kcal per mole
lowest unoccupied orbital energy = -3.384 eV
gap between HOMO and LUMO = 8.37 eV
net charge = +1
E_HOMO = -11.7574 eV

Last column: Mulliken charge in e.
Geometry (Å):
N  -3.933  -2.730  -0.661  -0.20
C  -2.918  -2.470  -0.108  0.53
N  -2.300  -1.347  -0.511  -0.55
C  -1.222  -0.638  -0.096  0.54
N  -0.348  0.188  -0.012  -0.12
C  0.760  1.010  0.405  0.43
C  0.666  1.654  1.694  -0.66
C  1.432  2.702  1.797  -0.39
C  2.570  2.965  1.003  -0.69
C  2.689  2.179  -0.087  0.77
C  1.927  1.182  -0.683  -0.95
H  1.984  0.791  -1.573  0.52
Cl  3.960  2.627  -1.021  -0.20
H  3.335  3.545  1.301  0.50
H  1.283  3.251  2.753  0.31
H  -0.201  1.432  2.213  0.45
N  -2.321  -3.245  0.930  -0.35
H  -2.695  -4.117  1.052  0.20
H  -1.475  -3.131  1.084  0.16
H  -4.387  -3.605  -0.509  0.44
H  -4.320  -1.869  -1.390  0.34
N  -5.165  -4.951  -0.294  -1.01
H  -4.833  -5.826  -0.611  0.26
H  -5.570  -5.093  0.697  0.30
H  -6.262  -4.693  -1.158  0.36

No. 2
DFT (ωB97M-V/def2-TZVPD) results for a gas-phase ion, C3H5N2O2 (charge +1).

Calculated values
calculated total energy = -376.84384 hartree
energy relative to the best compared isomer or geometry (same formula, charge and spin) = 120.7 kcal per mole
SMILES string = [NH3+][C@@H]1C(=O)N2O[C@@H]12
lowest unoccupied orbital energy = -4.825 eV
gap between HOMO and LUMO = 8.70 eV
net charge = +1
E_HOMO = -13.5255 eV

Last column: Mulliken charge in e.
Geometry (Å):
C  0.642  1.307  -0.021  0.22
C  0.389  -0.202  0.128  -0.02
C  -0.225  -0.321  -1.317  0.10
N  0.138  1.030  -1.702  -0.27
N  -0.546  -0.537  1.300  -0.30
O  0.786  2.301  0.603  -0.35
O  0.787  -0.058  -2.200  -0.24
H  1.452  -0.706  0.184  0.36
H  -1.191  -0.870  -1.588  0.35
H  -1.534  -0.219  1.162  0.39
H  -0.320  -0.109  2.165  0.33
H  -0.378  -1.615  1.286  0.43

calculated total energy of number 1 (C8H11ClN5)? -1044.96286 hartree